Density functional theory data (wB97M-V/def2-TZVPD) for a structure of composition C9H21Br4CaCl2F3LiN5O6P.

```
53
Properties=species:S:1:pos:R:3:forces:R:3:lowdin_charge:R:1
N 3.338 3.898 1.222 -0.4 -0.3 -0.1 -0.25
P 2.108 2.957 1.256 2.1 -0.7 1.0 0.74
C 2.431 1.191 0.755 -1.1 0.3 -1.3 -0.40
C 2.569 1.119 -0.803 -0.4 0.2 0.3 -0.14
C 2.515 -0.371 -1.343 -0.2 2.2 0.6 -0.37
N 2.274 -1.306 -0.245 -0.1 1.2 1.6 -0.11
C 1.226 -0.869 0.584 0.9 -0.3 -0.1 -0.37
N 0.278 -1.706 0.846 -0.1 0.0 0.2 -0.31
Br 0.403 -3.361 0.005 0.9 1.2 -0.2 0.99
C -0.886 -1.543 1.739 -0.6 -0.5 0.0 -0.14
C -1.834 -0.371 1.387 0.0 0.4 0.3 -0.13
C -1.960 0.676 2.533 -0.3 -0.6 -0.2 -0.81
F -0.836 0.794 3.294 0.1 0.1 -0.6 -0.06
Br -3.376 0.057 3.731 0.3 0.3 -0.1 0.94
C -2.354 2.114 2.036 -0.8 0.1 3.3 -0.81
F -3.652 2.200 1.864 0.5 0.1 -1.5 0.06
F -1.661 2.519 0.814 -1.9 -2.9 2.9 -0.33
Br -1.894 3.475 3.357 0.2 -0.2 -0.6 0.90
N 1.204 0.427 1.126 0.2 -0.1 -1.1 0.07
H 4.154 3.374 0.914 0.2 0.5 -0.2 0.00
H 1.504 2.859 2.539 -0.5 0.2 -0.6 0.03
H 1.025 3.372 0.377 -0.1 -0.4 0.2 -0.11
H 3.320 0.799 1.260 -0.3 0.2 0.2 0.14
H 3.450 1.671 -1.154 -0.2 -0.2 0.1 0.12
H 1.680 1.652 -1.215 0.3 0.0 0.1 0.08
H 1.699 -0.513 -2.058 0.2 0.2 0.2 0.06
H 3.427 -0.574 -1.893 -0.1 -0.2 0.4 0.03
H 3.100 -1.426 0.342 0.1 -0.6 -0.3 0.15
H -1.489 -2.468 1.617 0.3 0.2 0.0 0.08
H -0.520 -1.553 2.773 -0.1 0.3 -0.2 0.15
H -1.576 0.133 0.442 0.1 -0.3 0.2 0.11
H -2.846 -0.778 1.253 0.4 0.0 -0.2 0.12
H 0.449 0.917 0.641 -0.3 -0.1 0.6 0.09
Br 2.689 -2.735 -2.577 0.5 -2.7 -1.3 -0.15
C -2.001 5.897 -0.456 -1.0 1.0 -0.1 -1.08
Cl -0.275 5.943 0.070 0.7 0.8 0.5 0.55
Cl -2.581 7.482 -0.834 0.0 -0.3 0.0 0.71
H -2.090 5.263 -1.360 -0.4 0.7 -0.5 -0.04
H -2.607 5.474 0.355 0.1 0.1 0.1 0.04
Li 0.792 -5.482 -1.018 -0.9 0.0 -1.4 0.61
O -4.281 5.854 -3.707 0.9 -0.6 0.8 -0.45
H -4.063 6.370 -2.921 -0.2 0.3 -0.1 -0.22
O 2.877 -7.313 -3.075 0.0 0.0 -0.2 0.31
H 2.941 -8.292 -3.067 0.0 0.1 -0.1 0.19
H 2.475 -6.975 -3.922 -0.2 0.2 0.2 0.21
H 3.749 -6.892 -2.898 -0.1 0.2 -0.1 0.19
O -0.818 -4.906 -3.457 1.2 -0.4 1.0 -0.60
H -1.461 -4.707 -4.141 0.0 -0.2 0.0 -0.17
Ca -0.987 3.645 -0.561 1.2 0.9 -4.1 1.34
N -2.919 -4.594 0.817 -0.6 -0.4 0.0 -0.59
O -1.704 -4.351 0.460 -1.2 -0.4 0.7 -0.35
O -3.515 -5.547 0.356 0.2 -0.1 0.0 0.04
O -3.449 -3.822 1.639 0.4 0.4 -0.1 -0.05
```
Forces are in eV/Å.

Computed properties:
LUMO	-0.1914	Ha
calculated total energy	-13622.27777	a.u.
Kohn-Sham gap	0.1037	Eh
molecular weight	820.8	g mol⁻¹
net charge	+1
strongest force on any atom	4.5	eV/Å